(1)
A cluster of 10 separate species, C46H121N9O15 in total. Source: the Open Molecules 2025 dataset; level of theory: wB97M-V/def2-TZVPD.

```
191
Properties=species:S:1:pos:R:3:mulliken_charge:R:1
C -3.74777 2.66877 6.92920 -0.6953
O -4.92115 3.00911 6.22873 -0.3101
C -5.37038 4.35627 6.32892 -0.7859
C -6.36486 4.65943 5.21393 0.4588
C -5.83206 4.24991 3.82873 -1.1976
N -6.73157 6.03974 5.27224 -0.7002
H -2.97160 2.70394 6.16473 0.2225
H -3.73383 1.65228 7.32245 0.2471
H -3.57534 3.39204 7.72623 0.3388
H -5.78473 4.63329 7.29829 0.3505
H -4.48552 4.97985 6.20131 0.4266
H -7.25789 4.12124 5.53166 0.2273
H -5.79106 3.16208 3.77359 0.2327
H -4.82703 4.65067 3.69679 0.2285
H -6.53417 4.54511 3.04899 0.4439
H -7.20712 6.35285 4.43802 0.2559
H -5.88331 6.58641 5.31337 0.2624
C 6.60301 -7.40588 -1.03153 -0.7477
O 5.75777 -6.70171 -0.13183 -0.3282
C 5.62980 -5.31412 -0.43891 -0.7529
C 4.35117 -4.77845 0.16602 0.2804
C 3.91775 -3.35911 -0.34699 -0.9649
N 4.40510 -4.61289 1.60316 -0.6328
H 6.58372 -8.47003 -0.79637 0.2835
H 7.63592 -7.05941 -1.06544 0.3153
H 6.24670 -7.30491 -2.05669 0.2782
H 6.49319 -4.77326 -0.05144 0.3054
H 5.61354 -5.06491 -1.49991 0.4336
H 3.49385 -5.39575 -0.10239 0.2559
H 4.41023 -2.50351 0.11507 0.0625
H 2.85857 -3.16376 -0.17944 0.0568
H 4.01414 -3.34165 -1.43258 0.4683
H 4.85018 -5.46787 1.90484 0.3027
H 5.04302 -3.85892 1.81459 0.2665
C 0.71359 -1.55616 4.22371 -0.7821
O 0.85970 -1.73349 5.61164 -0.3715
C 0.77250 -3.07043 6.10809 -0.6124
C 1.09530 -3.20547 7.62217 0.1353
C 0.52945 -4.54302 8.20147 -1.2154
N 0.36936 -2.22831 8.45916 -0.7478
H -0.09613 -2.17779 3.84158 0.4662
H 1.49523 -1.93336 3.56427 0.3555
H 0.54765 -0.49656 4.02926 0.1641
H -0.25146 -3.36954 5.88415 0.3233
H 1.39893 -3.72875 5.50618 0.3423
H 2.15943 -3.07845 7.82114 0.3594
H 0.73719 -5.36329 7.51439 0.3303
H -0.55905 -4.51081 8.24875 0.3550
H 1.03295 -4.86533 9.11290 0.3102
H 0.44590 -1.35313 7.96086 0.3028
H -0.61038 -2.41967 8.30554 0.2884
C -4.74548 -2.53990 -8.15247 -0.8164
O -4.39897 -2.18291 -6.84310 -0.3016
C -3.57790 -3.05991 -6.13969 -0.7800
C -2.70469 -2.22896 -5.11874 0.6846
C -1.86140 -1.16870 -5.77780 -0.8918
N -1.85014 -3.17744 -4.43380 -0.0962
H -3.85051 -2.73668 -8.74272 0.3637
H -5.19675 -1.68549 -8.65689 0.2536
H -5.44669 -3.37224 -8.21259 0.3006
H -4.12737 -3.86211 -5.64709 0.2697
H -2.89623 -3.50192 -6.86636 0.4295
H -3.35857 -1.79466 -4.36248 0.1602
H -1.31013 -0.55968 -5.06135 -0.2930
H -2.61456 -0.62597 -6.34903 0.5169
H -1.13313 -1.44869 -6.53894 0.3009
H -1.32702 -2.88110 -3.62224 -0.0020
H -2.25072 -4.02333 -4.05418 0.1611
C -0.37546 2.02451 -1.63082 0.8866
O -0.78665 2.26495 -2.97795 -0.4997
C -2.14322 2.08713 -3.26639 -0.5921
C -3.05173 3.16285 -2.54788 1.0511
C -4.53138 2.94532 -2.84641 -1.7695
N -2.65413 4.54810 -2.87025 -0.7450
H -0.57597 1.01443 -1.27356 0.2755
H -0.81356 2.79899 -1.00126 -0.1030
H 0.69164 2.17643 -1.46856 -0.8232
H -2.30877 2.00841 -4.34086 0.4440
H -2.39053 1.06903 -2.96572 0.1668
H -2.98113 3.08030 -1.46331 -0.1550
H -4.97577 1.96584 -2.66966 0.3804
H -4.74229 3.02499 -3.91284 0.4378
H -5.22642 3.67108 -2.42414 0.4047
H -1.66346 4.63049 -3.04882 0.3015
H -3.03801 4.71322 -3.78975 0.3166
C 2.94677 8.96993 5.37744 -0.7901
O 2.02848 8.38941 4.50587 -0.2717
C 1.95801 9.11694 3.33031 -0.7096
C 0.88205 8.40119 2.41001 -0.6443
N 1.23373 7.06137 2.01497 -0.3712
C 0.12969 6.35550 1.39705 -1.1836
C 0.67591 4.98607 0.96366 0.4386
O 0.85264 4.14170 2.13327 -0.5179
C 1.22307 2.79789 1.81917 1.2833
H 3.95105 9.11187 4.97821 0.3269
H 3.10768 8.29424 6.21746 0.2453
H 2.58852 9.96344 5.64707 0.3130
H 2.96541 9.21047 2.92473 0.4191
H 1.65205 10.16305 3.31852 0.4281
H 0.85406 9.04135 1.52824 0.4151
H -0.00654 8.45329 3.03913 0.3116
H 1.25094 6.60897 2.91782 0.2521
H -0.31209 6.85030 0.53212 0.5229
H -0.66811 6.10805 2.09733 0.4094
H 1.62682 4.99220 0.43091 -0.0155
H -0.07415 4.56461 0.29442 0.1162
H 0.47058 2.51853 1.08172 -0.4472
H 1.10620 2.14501 2.68415 -0.1055
H 2.24623 2.81874 1.44393 -0.5067
C 1.59898 1.05651 -5.40550 -0.3384
O 2.82953 1.18227 -4.72062 -0.4914
C 2.63586 1.50096 -3.35257 0.5671
C 3.96101 1.22367 -2.57114 -1.2209
N 4.02432 1.77961 -1.19994 0.4603
C 3.72681 3.20009 -1.06020 -0.5195
C 4.69835 4.12812 -1.85924 -1.0568
O 5.97962 4.01574 -1.25913 -0.2655
C 6.97917 4.92771 -1.67272 -0.8147
H 1.80907 0.58910 -6.36752 0.3170
H 1.06032 2.00231 -5.46408 0.2857
H 0.98105 0.31237 -4.90299 -0.1045
H 1.89343 0.87869 -2.85290 -0.4820
H 2.32139 2.53993 -3.25383 0.4936
H 4.80255 1.56887 -3.17177 0.3363
H 3.98801 0.13412 -2.58683 0.3252
H 5.00450 1.64903 -0.99431 0.3375
H 3.95328 3.31224 0.00010 0.3674
H 2.68057 3.49820 -1.12816 -0.0055
H 4.41752 5.16800 -1.69224 0.5753
H 4.64730 3.78602 -2.89291 0.3550
H 7.18202 4.82219 -2.73847 0.2953
H 7.89880 4.71169 -1.12893 0.2291
H 6.60491 5.90398 -1.36465 0.3346
C 1.20020 -2.07294 -2.71927 -0.3187
O 0.02244 -2.75603 -2.30597 -0.2298
C -0.04839 -3.28716 -0.96686 -0.9723
C -0.10239 -2.27227 0.18554 0.5275
N -1.35616 -1.49034 0.10127 -0.2043
C -1.34728 -0.32929 0.92880 0.3148
C -2.65159 0.52356 0.83278 -1.2025
O -2.40386 1.87959 1.19560 0.0350
C -2.65696 2.17886 2.58070 -0.7526
H 1.32212 -1.21900 -2.05292 -0.0815
H 0.87621 -1.61218 -3.65245 0.1729
H 2.17594 -2.55788 -2.74882 0.1488
H 0.79069 -3.97258 -0.84747 0.5099
H -0.97543 -3.86012 -0.94636 0.1051
H 0.79575 -1.65653 0.13741 -0.2929
H -0.04507 -2.89665 1.07715 0.2057
H -1.49286 -1.29514 -0.88021 0.1427
H -0.41452 0.19158 0.71255 -0.2430
H -1.14067 -0.74407 1.91539 0.4490
H -3.47176 0.12553 1.43027 0.5030
H -3.01713 0.57882 -0.19261 0.2390
H -2.45044 3.24675 2.65182 0.2000
H -2.02965 1.66474 3.30889 0.2451
H -3.68760 1.99392 2.88350 0.2929
C -6.84910 -6.13313 -4.15639 -0.7802
O -5.56701 -6.49365 -3.56003 -0.3520
C -5.01108 -5.47927 -2.77688 -0.5169
C -3.64008 -5.90475 -2.21283 -0.8618
N -2.61521 -5.97561 -3.27117 -0.1525
C -1.33978 -6.53106 -2.76851 -1.0992
C -0.10890 -6.22654 -3.60961 0.1351
O 0.96608 -6.82685 -2.98945 -0.3689
C 2.17504 -6.58157 -3.62496 -0.6292
H -6.87341 -5.16259 -4.65193 0.2915
H -7.57946 -6.16386 -3.34786 0.3184
H -7.23873 -6.92250 -4.79919 0.2807
H -5.62074 -5.29453 -1.89241 0.4225
H -4.83407 -4.50097 -3.22375 0.2030
H -3.77012 -6.91256 -1.81849 0.4951
H -3.31576 -5.37157 -1.31916 0.5249
H -2.91203 -6.68828 -3.92240 0.2575
H -1.36626 -7.59611 -2.53811 0.4045
H -1.14623 -6.09429 -1.78878 0.2765
H 0.09142 -5.15670 -3.66801 -0.0452
H -0.28723 -6.70360 -4.57331 0.4080
H 2.13546 -6.85518 -4.67932 0.3394
H 2.99509 -7.23921 -3.33662 0.2718
H 2.55724 -5.57202 -3.47386 0.1616
O 2.97302 -0.28245 0.94763 0.5322
C 3.91915 -0.55926 1.94084 -0.5389
C 4.04248 0.60395 2.87962 -0.6019
O 4.64382 1.70882 2.24601 -0.5308
H 3.48300 0.31957 0.40074 -0.2580
H 3.54693 -1.41995 2.49650 0.3889
H 4.89904 -0.85097 1.56292 0.3791
H 4.56436 0.30157 3.78754 0.4605
H 3.02933 0.83947 3.20544 0.0365
H 4.48421 2.51977 2.73434 0.3261
```

As for the LUMO energy: 0.55 eV. As for the spin multiplicity: 1. Its SMILES is COC[C@H](C)N.COC[C@H](C)N.COC[C@H](C)N.COC[C@H](C)N.COC[C@H](C)N.COCCNCCOC.COCCNCCOC.COCCNCCOC.COCCNCCOC.OCCO. Its total charge is 0.



(2)
A structure of composition C13H15NOs. Source: the Open Molecules 2025 dataset; level of theory: wB97M-V/def2-TZVPD.

```
30
Properties=species:S:1:pos:R:3:mulliken_charge:R:1
C -1.12570 0.81543 -2.78716 -0.5121
C 0.18445 0.30762 -3.01145 -0.5444
C 1.10208 1.10391 -2.25028 -0.1909
C 0.35283 2.06672 -1.51440 -0.6430
C -1.02987 1.89641 -1.86373 -0.4964
Os -0.22542 0.17968 -0.91419 0.7075
N -1.42883 -1.39169 -0.63409 -0.2401
C -0.56286 -2.46916 -0.90846 -0.6877
C 0.80592 -1.71548 -0.99635 -1.0037
H 2.17909 0.94041 -2.17829 0.3696
H 0.42122 -0.57975 -3.60835 0.4822
H 0.74037 2.75467 -0.77032 0.6001
H -1.87651 2.46679 -1.46713 0.3831
H -2.05092 0.42631 -3.23414 0.3785
H 1.37738 -1.78190 -1.93081 0.5413
H -0.74613 -2.93117 -1.90978 0.2800
H -2.41320 -1.51203 -0.48633 0.1116
H 1.46287 -1.73634 -0.11242 0.3605
H -0.60457 -3.19116 -0.06892 0.3340
C 0.46851 0.47560 3.94834 -0.3043
C 0.50245 -0.77521 3.33906 -0.7940
C 0.29732 -0.87386 1.95227 -0.1840
C 0.10992 0.29184 1.19966 0.8324
C 0.08026 1.53868 1.79587 -0.3974
C 0.25745 1.62517 3.17509 -0.7746
H 0.60965 0.56141 5.02857 0.3556
H 0.68297 -1.66935 3.90911 0.3860
H 0.29232 -1.85512 1.46656 0.0728
H -0.09362 2.41673 1.18492 0.2244
H 0.23057 2.61482 3.64716 0.3532
```

As for the LUMO energy (alpha / beta): 0.58 / -2.11 eV. As for the spin multiplicity: 5. Its total charge is 0.



Computed electronic energy, in the same sequence as the records: -3446.20270 -649.48940 Ha.